Computed, not measured: C40H37BrIMoN2O2PS2 as an isolated structure, with ωB97M-V with the def2-TZVPD basis set.

Computed properties:
LUMO level, eV: -12.1
Electronic energy, a.u.: -5882.7750
Highest occupied orbital energy, eV: -18.8
Spin multiplicity: 1
Energy above the lowest of the compared OMol25 structures with the same formula, charge and spin, kJ/mol: 0.00
Net charge: +4

Each line ends with the Löwdin charge.
Geometry (Å):
Mo 0.384 0.500 0.074  0.96
O 0.206 -0.649 1.478  -0.63
P 0.013 -1.780 2.659  0.99
C 1.516 -2.702 2.618  -0.31
C 2.233 -2.900 3.800  -0.03
C 3.397 -3.656 3.772  -0.02
C 3.839 -4.203 2.577  -0.01
C 3.123 -4.007 1.396  -0.04
C 1.960 -3.262 1.412  -0.11
C -0.232 -0.904 4.162  -0.32
C 0.628 0.149 4.503  -0.08
C 0.495 0.763 5.732  -0.04
C -0.482 0.325 6.626  -0.01
C -1.326 -0.725 6.294  -0.02
C -1.207 -1.348 5.062  -0.04
C -1.412 -2.714 2.183  -0.31
C -2.652 -2.056 2.122  -0.11
C -3.791 -2.779 1.809  -0.05
C -3.698 -4.149 1.561  -0.02
C -2.473 -4.799 1.621  -0.03
C -1.323 -4.085 1.934  -0.04
H 1.884 -2.479 4.734  0.12
H 3.951 -3.824 4.685  0.13
H 4.741 -4.801 2.563  0.13
H 3.468 -4.457 0.474  0.12
H 1.384 -3.138 0.501  0.10
H 1.406 0.471 3.818  0.09
H 1.155 1.573 6.010  0.12
H -0.577 0.804 7.591  0.13
H -2.076 -1.062 6.997  0.13
H -1.859 -2.175 4.812  0.12
H -2.729 -1.000 2.352  0.11
H -4.755 -2.287 1.789  0.13
H -4.596 -4.716 1.347  0.13
H -2.414 -5.866 1.453  0.13
H -0.374 -4.601 2.014  0.12
Br 1.101 -0.908 -1.816  0.93
C 3.023 -1.223 -1.765  -0.60
C 3.491 -2.027 -2.786  -0.09
C 4.852 -2.303 -2.827  -0.01
C 5.700 -1.779 -1.863  -0.01
C 5.205 -0.971 -0.846  -0.11
C 3.847 -0.689 -0.796  -0.66
I 3.189 0.548 0.762  1.22
H 2.826 -2.429 -3.540  0.12
H 5.243 -2.925 -3.620  0.14
H 6.760 -1.990 -1.900  0.14
H 5.879 -0.565 -0.103  0.12
S -1.893 0.487 -0.503  0.68
C -2.263 -0.698 -1.776  -0.73
N -2.412 -1.965 -1.452  0.06
C -2.908 -2.973 -2.413  -0.11
C -3.769 -2.286 -3.459  -0.13
C -3.004 -1.132 -4.082  -0.11
N -2.460 -0.274 -3.005  0.06
H -2.383 -2.197 -0.466  0.10
H -3.474 -3.709 -1.846  0.13
H -2.054 -3.477 -2.868  0.14
H -4.691 -1.921 -3.003  0.14
H -4.046 -2.998 -4.234  0.14
H -3.651 -0.510 -4.697  0.14
H -2.178 -1.482 -4.703  0.14
H -2.353 0.715 -3.179  0.15
O 0.615 2.244 -0.501  -0.78
S 1.406 3.686 -0.620  1.20
C 1.406 4.327 1.000  -0.41
C 2.667 4.332 1.605  -0.10
C 2.803 4.906 2.858  -0.03
C 1.694 5.466 3.481  0.00
C 0.444 5.462 2.863  -0.02
C 0.288 4.901 1.611  -0.04
C 0.293 4.610 -1.595  -0.41
C -1.092 4.591 -1.421  -0.08
C -1.853 5.440 -2.200  -0.03
C -1.238 6.295 -3.116  0.00
C 0.138 6.293 -3.281  -0.02
C 0.923 5.434 -2.525  -0.05
H 3.533 3.941 1.083  0.10
H 3.774 4.947 3.332  0.13
H 1.807 5.936 4.450  0.13
H -0.401 5.929 3.351  0.13
H -0.668 4.947 1.109  0.11
H -1.561 3.924 -0.709  0.10
H -2.929 5.450 -2.092  0.13
H -1.847 6.964 -3.710  0.13
H 0.604 6.952 -4.001  0.13
H 1.999 5.418 -2.653  0.12

Atomic forces in eV per Å
-0.09 -0.13 0.06
-0.04 0.05 -0.03
0.04 -0.02 0.02
-0.01 0.01 -0.01
0.00 0.01 0.01
0.00 0.00 0.00
0.00 0.00 -0.01
0.01 0.00 -0.01
0.01 -0.01 0.02
-0.03 -0.01 0.00
0.02 0.01 0.00
0.00 0.00 -0.01
-0.01 -0.01 0.00
0.00 0.01 0.02
0.00 0.01 -0.01
0.01 0.04 -0.04
-0.02 -0.01 0.00
0.02 0.01 -0.01
0.00 0.01 0.00
0.01 0.00 0.00
0.01 -0.02 0.01
0.00 0.00 0.00
0.00 0.00 0.00
0.00 0.00 0.00
0.00 0.00 0.01
-0.01 0.01 -0.03
-0.01 -0.01 0.01
0.00 0.00 0.00
0.00 0.00 0.00
0.00 0.00 0.00
0.00 0.00 0.00
0.00 0.00 0.00
0.00 0.00 0.00
0.00 0.00 0.00
0.00 0.00 0.00
0.00 0.00 0.00
0.06 -0.03 -0.04
-0.05 -0.01 0.00
0.01 0.01 0.00
-0.02 -0.01 -0.02
0.02 0.02 0.01
0.00 -0.01 0.00
0.01 0.00 0.02
0.03 -0.01 -0.01
0.00 0.00 0.00
0.00 0.00 0.00
0.00 0.00 0.00
0.00 0.00 0.00
0.04 0.02 0.01
0.00 0.02 -0.02
-0.02 -0.02 0.03
0.00 -0.02 0.00
0.00 0.01 0.00
0.00 0.00 0.01
0.01 -0.01 0.01
0.01 0.00 -0.01
0.00 0.00 0.00
0.00 0.00 0.00
0.00 0.00 0.00
0.00 0.00 0.00
0.00 0.00 0.00
0.00 0.00 0.00
-0.01 0.01 0.01
-0.01 0.11 0.01
0.00 -0.01 -0.01
0.00 0.00 0.00
0.01 0.01 -0.02
-0.01 0.01 0.02
0.01 0.00 0.00
-0.01 -0.01 0.00
-0.01 0.01 -0.01
0.01 0.00 0.02
-0.01 0.00 -0.01
0.00 -0.01 0.01
0.01 0.00 -0.01
0.00 0.00 0.00
0.00 -0.01 -0.01
-0.01 0.00 0.01
0.00 0.00 0.00
0.00 0.00 0.00
0.00 0.00 0.00
0.01 0.00 0.01
0.00 0.00 -0.02
0.00 0.00 0.00
0.00 0.00 0.00
0.00 0.00 0.00
0.00 0.00 0.00